# 1
Below is C19H21ClN4O3 in the gas phase at a distorted geometry, with properties calculated with ωB97M-V with the def2-TZVPD basis set.

Properties
maximum force = 3.40 eV Å⁻¹
calculated total energy = -44667.5073 eV
2S+1 = 1
LUMO = 0.067 eV
orbital gap = 0.3439 Ha
SMILES = Cc1nnc(C(=O)N[C@H]2C(C)(C)[C@@H](Oc3ccc(C#N)c(Cl)c3)C2(C)C)o1

Structure (XYZ):
```
48
C19H21ClN4O3 ωB97M-V with the def2-TZVPD basis set
N 3.90 5.35 4.51
O -3.58 -0.22 -1.80
Cl 0.16 5.04 3.68
C 3.19 4.45 4.29
N -2.58 -1.27 -4.39
N -1.79 -2.02 -5.23
O -1.20 -2.51 -3.25
O 0.11 -0.08 2.84
C -2.66 -1.01 -1.88
C -2.18 -1.56 -3.16
C -0.95 -2.68 -4.58
C 2.92 2.08 3.85
C 2.14 0.98 3.39
C 0.19 2.39 3.29
C 0.99 3.48 3.64
C 2.35 3.33 3.96
C 0.77 1.10 3.12
N -2.05 -1.38 -0.69
C 0.12 -3.57 -5.21
C -0.84 -2.51 1.60
C -2.90 -1.81 2.87
C -2.37 1.84 0.87
C -0.28 0.80 -0.13
C -1.22 -0.03 2.26
C -2.35 -0.72 0.57
C -1.83 -1.36 1.88
C -1.51 0.55 0.84
H 3.94 1.95 4.09
H 2.64 -0.02 3.28
H -0.87 2.61 3.17
H -1.14 -1.80 -0.83
H 0.06 -3.48 -6.26
H 0.00 -4.61 -4.91
H 1.12 -3.21 -4.86
H -0.40 -2.91 2.51
H -1.34 -3.28 1.00
H -0.04 -2.11 1.02
H -3.66 -1.01 2.97
H -2.51 -2.06 3.87
H -3.41 -2.68 2.45
H -3.24 1.73 1.53
H -2.73 2.10 -0.12
H -1.79 2.72 1.18
H 0.41 -0.06 -0.07
H 0.25 1.76 0.07
H -0.67 0.91 -1.16
H -1.88 0.45 2.97
H -3.41 -0.50 0.63
```


# 2
Below is 2 unconnected molecules or ions with the total composition C6H10N at a distorted geometry, with properties calculated with ωB97M-V with the def2-TZVPD basis set.

Properties
maximum force = 3.38 eV Å⁻¹
charge = +1
calculated total energy = -7857.6089 eV
2S+1 = 3
LUMO (spin up / spin down) = -3.288 / -7.479 eV
orbital gap (spin up / spin down) = 0.3748 / 0.2446 Ha

Structure (XYZ):
```
17
C6H10N ωB97M-V with the def2-TZVPD basis set
C 1.48 0.46 -0.07
C 2.83 0.40 -0.06
C 0.22 0.98 -0.62
C 0.22 -0.37 0.02
C -0.18 -1.73 -0.27
C -1.98 0.78 0.58
N -0.52 0.74 0.62
H 3.22 -0.54 0.48
H 3.53 1.15 -0.40
H -1.06 1.20 -2.46
H -0.67 -1.92 -1.22
H -0.83 -2.06 0.48
H 0.78 -2.38 -0.18
H -2.24 0.64 -0.55
H -2.27 -0.06 1.28
H -2.46 1.69 0.84
H -0.08 1.02 1.54
```


# 3
Below is a molecular structure, C50H41N9O3S3Ti at a distorted geometry, with properties calculated with ωB97M-V with the def2-TZVPD basis set.

Properties
maximum force = 4.47 eV Å⁻¹
calculated total energy = -127690.9314 eV
2S+1 = 3
LUMO (spin up / spin down) = -0.554 / -0.773 eV
orbital gap (spin up / spin down) = 0.1837 / 0.2314 Ha

Structure (XYZ):
```
107
C50H41N9O3S3Ti ωB97M-V with the def2-TZVPD basis set
Ti -0.01 -0.23 0.93
O 0.51 4.58 5.71
C 0.90 3.42 5.89
O 1.42 2.83 6.85
C 0.63 2.48 4.65
C 1.00 1.13 4.70
C 0.69 0.32 3.63
N 0.15 0.85 2.50
C -0.53 2.03 2.60
C -0.25 2.88 3.66
C -1.69 2.04 1.73
C -2.72 2.97 1.82
C -3.94 2.68 1.24
C -4.09 1.47 0.57
C -3.01 0.63 0.45
N -1.81 0.89 1.00
C 0.49 -1.12 3.66
C 1.07 -1.99 4.59
C 0.61 -3.28 4.67
C -0.46 -3.67 3.87
C -0.96 -2.77 2.95
N -0.47 -1.53 2.78
H 1.43 0.76 5.62
H -0.73 3.85 3.77
H -2.58 3.88 2.38
H -4.77 3.38 1.32
H -5.04 1.19 0.13
H -3.10 -0.29 -0.09
H 1.84 -1.62 5.25
H 1.05 -3.98 5.38
H -0.89 -4.66 3.95
H -1.80 -3.04 2.33
N 0.74 4.17 0.51
C 1.39 2.97 0.57
S 2.88 3.00 1.38
N 0.73 1.97 0.01
N 1.21 0.72 -0.25
C 2.26 0.58 -1.07
C 2.88 1.82 -1.64
C 2.14 2.59 -2.53
C 2.67 3.75 -3.07
C 3.94 4.16 -2.72
C 4.69 3.39 -1.84
C 4.16 2.23 -1.31
C 2.81 -0.68 -1.58
C 4.03 -0.65 -2.28
C 4.56 -1.81 -2.80
C 3.88 -3.01 -2.62
C 2.68 -2.95 -1.93
N 2.14 -1.84 -1.44
H 1.05 4.87 1.15
H -0.23 4.18 0.23
H 1.13 2.28 -2.79
H 2.08 4.34 -3.76
H 4.35 5.07 -3.12
H 5.69 3.70 -1.56
H 4.74 1.65 -0.59
H 4.55 0.28 -2.41
H 5.50 -1.79 -3.34
H 4.25 -3.94 -3.01
H 2.12 -3.86 -1.77
N 3.49 -0.12 2.02
C 2.95 -1.29 1.78
N 1.77 -1.55 1.26
C 1.56 -2.92 1.18
C 0.42 -3.53 0.66
C 0.31 -4.91 0.67
C 1.33 -5.70 1.19
C 2.48 -5.11 1.71
C 2.58 -3.73 1.70
S 3.88 -2.73 2.26
H 3.14 0.83 1.72
H 4.39 -0.09 2.47
H -0.34 -2.89 0.22
H -0.57 -5.39 0.28
H 1.24 -6.78 1.19
H 3.28 -5.72 2.11
O -1.00 -0.81 -0.87
S -0.46 -0.66 -2.28
C -1.19 -2.17 -3.13
C -2.61 -2.37 -2.73
C -2.90 -2.88 -1.46
C -4.21 -2.92 -0.99
C -5.25 -2.46 -1.79
C -4.98 -2.02 -3.08
C -3.67 -1.98 -3.54
C -1.49 0.51 -3.34
C -2.34 1.65 -2.88
C -3.64 1.73 -3.36
C -4.42 2.86 -3.14
C -3.89 3.93 -2.43
C -2.60 3.84 -1.92
C -1.83 2.71 -2.13
H -0.55 -2.98 -2.78
H -1.05 -2.01 -4.20
H -2.10 -3.27 -0.85
H -4.41 -3.29 0.00
H -6.26 -2.47 -1.42
H -5.78 -1.69 -3.72
H -3.48 -1.66 -4.56
H -2.11 -0.13 -3.97
H -0.69 0.92 -3.96
H -4.05 0.91 -3.94
H -5.42 2.91 -3.53
H -4.48 4.82 -2.27
H -2.20 4.67 -1.36
H -0.83 2.65 -1.72
```


# 4
Below is C4H8O in the gas phase, with properties calculated with ωB97M-V with the def2-TZVPD basis set.

Properties
maximum force = 0.69 eV Å⁻¹
calculated total energy = -6323.8783 eV
2S+1 = 1
LUMO = 1.002 eV
orbital gap = 0.3964 Ha
SMILES = C[C@H]1C[C@H]1O

Structure (XYZ):
```
13
C4H8O ωB97M-V with the def2-TZVPD basis set
C -1.53 -0.05 0.03
C -0.15 0.59 -0.22
C 0.83 0.39 0.91
C 1.18 -0.12 -0.45
O 1.22 -1.48 -0.73
H -2.05 0.61 0.73
H -1.47 -1.03 0.51
H -2.18 -0.13 -0.85
H 0.45 -1.64 -1.29
H -0.24 1.58 -0.66
H 1.37 1.24 1.29
H 0.54 -0.36 1.64
H 2.03 0.41 -0.90
```


# 5
Below is 16 unconnected molecules or ions with the total composition C64H84BF6O29S3 at a distorted geometry, with properties calculated with ωB97M-V with the def2-TZVPD basis set.

Properties
maximum force = 5.46 eV Å⁻¹
charge = -1
calculated total energy = -176593.5069 eV
2S+1 = 1
LUMO = 1.428 eV
orbital gap = 0.3247 Ha

Structure (XYZ):
```
187
C64H84BF6O29S3 ωB97M-V with the def2-TZVPD basis set
O 0.59 2.33 -2.17
C 0.32 1.36 -1.51
O -0.69 0.47 -1.69
B -0.83 -0.40 -0.55
O 0.34 -0.14 0.33
C 1.04 0.92 -0.19
O 2.06 1.40 0.30
O -0.96 -1.76 -1.04
C -2.12 -2.25 -0.58
O -2.49 -3.44 -0.67
C -2.90 -1.11 0.12
O -2.10 -0.04 0.09
O -4.03 -1.20 0.58
F 7.05 -5.84 3.39
C 6.14 -4.87 3.31
C 5.26 -4.60 4.38
C 4.33 -3.60 4.26
C 4.24 -2.93 3.07
C 5.13 -3.15 2.00
C 6.12 -4.13 2.15
H 5.38 -5.17 5.29
H 3.70 -3.28 5.08
H 3.41 -2.27 2.89
H 5.15 -2.50 1.14
H 6.87 -4.30 1.39
F 11.11 4.71 -0.95
C 10.20 4.04 -0.18
C 10.34 4.09 1.19
C 9.28 3.62 2.02
C 8.18 3.11 1.38
C 8.13 2.93 -0.02
C 9.12 3.38 -0.82
H 11.18 4.60 1.64
H 9.28 3.79 3.09
H 7.36 2.80 2.02
H 7.18 2.69 -0.46
H 8.96 3.43 -1.88
F 0.00 -5.41 -7.00
C 1.09 -4.71 -6.64
C 1.21 -4.21 -5.32
C 2.23 -3.31 -5.03
C 3.14 -2.92 -6.06
C 2.97 -3.36 -7.37
C 1.99 -4.30 -7.65
H 0.56 -4.47 -4.50
H 2.41 -3.05 -4.00
H 3.95 -2.24 -5.84
H 3.69 -3.05 -8.11
H 1.95 -4.51 -8.71
F 3.42 10.72 -1.59
C 3.93 9.66 -0.98
C 5.17 9.83 -0.37
C 5.59 8.81 0.42
C 4.95 7.55 0.42
C 3.78 7.34 -0.28
C 3.24 8.39 -1.00
H 5.70 10.77 -0.36
H 6.43 9.11 1.03
H 5.32 6.78 1.08
H 3.41 6.32 -0.23
H 2.33 8.31 -1.56
F 7.87 4.11 -7.61
C 6.83 3.52 -6.92
C 6.61 3.86 -5.61
C 5.50 3.30 -4.95
C 4.70 2.44 -5.67
C 4.98 2.06 -6.97
C 5.97 2.70 -7.63
H 7.38 4.47 -5.16
H 5.18 3.62 -3.97
H 3.84 1.99 -5.21
H 4.40 1.30 -7.49
H 6.03 2.54 -8.70
F -0.88 -6.02 8.20
C -1.18 -6.09 6.90
C -0.61 -5.26 5.99
C -0.94 -5.37 4.71
C -1.71 -6.41 4.20
C -2.29 -7.29 5.15
C -2.09 -7.07 6.51
H 0.04 -4.50 6.40
H -0.43 -4.68 4.05
H -1.89 -6.46 3.14
H -2.81 -8.20 4.88
H -2.44 -7.83 7.20
C -2.54 -0.45 -5.74
S -3.52 1.16 -5.68
O -4.88 0.82 -6.43
C -2.58 2.17 -6.91
H -2.68 -1.14 -4.91
H -1.50 -0.15 -5.89
H -2.78 -0.82 -6.74
H -2.96 1.83 -7.87
H -1.50 2.03 -6.97
H -2.68 3.25 -6.86
C -7.08 -3.37 -5.89
S -8.21 -3.29 -4.43
O -8.72 -4.68 -4.14
C -6.83 -2.92 -3.24
H -7.64 -3.32 -6.82
H -6.37 -4.20 -5.88
H -6.37 -2.55 -5.86
H -6.24 -2.08 -3.61
H -6.22 -3.82 -3.30
H -7.27 -2.62 -2.28
C -2.47 6.01 -3.03
S -3.49 7.12 -4.08
O -2.89 7.08 -5.47
C -5.02 6.12 -4.08
H -1.40 6.15 -3.21
H -2.59 4.95 -3.24
H -2.56 6.16 -1.95
H -5.03 5.35 -4.85
H -5.90 6.75 -4.24
H -5.13 5.61 -3.12
C -7.27 -8.41 -5.81
O -6.49 -8.35 -4.64
C -5.15 -8.46 -4.65
O -4.43 -8.61 -5.67
O -4.81 -8.26 -3.41
C -3.43 -8.08 -3.12
H -7.42 -9.46 -6.05
H -6.85 -7.87 -6.66
H -8.30 -8.07 -5.67
H -2.86 -9.00 -3.22
H -3.36 -7.71 -2.10
H -2.80 -7.48 -3.78
C -5.36 -2.80 5.69
O -4.08 -2.26 5.43
C -3.76 -0.92 5.32
O -4.49 -0.01 5.70
O -2.50 -0.80 4.89
C -1.71 0.41 4.92
H -6.11 -2.44 4.99
H -5.57 -2.61 6.74
H -5.51 -3.86 5.47
H -0.70 0.37 5.34
H -2.29 1.26 5.28
H -1.52 0.56 3.86
C -9.90 -9.10 4.22
O -9.04 -8.78 3.16
C -9.10 -7.60 2.57
O -9.97 -6.69 2.78
O -8.04 -7.40 1.76
C -7.77 -6.23 1.04
H -9.82 -8.35 5.00
H -9.80 -10.13 4.58
H -10.93 -9.09 3.86
H -7.37 -5.41 1.63
H -8.66 -5.95 0.47
H -6.99 -6.47 0.31
C -3.71 7.24 2.42
O -4.49 6.41 1.58
C -4.24 5.11 1.32
O -3.20 4.47 1.58
O -5.42 4.56 0.87
C -5.44 3.12 0.65
H -2.74 7.41 1.95
H -3.38 6.87 3.39
H -4.15 8.23 2.56
H -4.79 2.90 -0.19
H -6.41 2.64 0.57
H -4.96 2.65 1.51
C 4.41 1.30 5.07
O 5.36 2.07 5.82
C 6.55 1.60 6.11
O 7.01 0.52 5.63
O 7.29 2.47 6.87
C 8.59 2.02 7.33
H 3.51 1.86 4.83
H 4.16 0.37 5.59
H 4.89 0.99 4.14
H 9.02 1.62 6.41
H 8.60 1.13 7.97
H 9.17 2.84 7.75
C 1.44 5.94 3.83
O 2.35 6.22 4.88
C 2.19 5.66 6.10
O 1.22 5.00 6.44
O 3.32 6.00 6.94
C 4.24 6.93 6.51
H 0.43 5.81 4.22
H 1.74 5.08 3.23
H 1.37 6.81 3.19
H 3.82 7.93 6.41
H 4.57 6.59 5.53
H 5.05 6.98 7.24
```